126
Properties=species:S:1:pos:R:3 method="wB97M-V/def2-TZVPD" relative_energy_kj_mol=0.0 orbital_gap_ev=5.13 mol_weight_g_mol=812.15
O 1.415 -3.256 5.679
C 0.621 -2.560 6.348
O 0.712 -1.858 7.373
C -0.809 -2.495 5.739
C -1.938 -2.568 6.789
C -2.458 -1.181 6.845
C -1.826 -0.385 5.870
C -2.193 0.949 5.695
C -3.217 1.463 6.499
C -3.827 0.679 7.493
C -3.441 -0.653 7.678
N -0.872 -1.148 5.183
C 0.039 -0.733 4.281
C 0.085 0.583 3.743
C 1.120 1.444 4.044
C 1.108 2.856 3.778
C 1.855 3.769 4.574
C 1.764 5.138 4.362
C 0.951 5.639 3.330
C 0.229 4.750 2.518
C 0.309 3.373 2.728
H -0.914 -3.248 4.958
H -2.706 -3.275 6.446
H -1.572 -2.928 7.757
H -1.687 1.578 4.968
H -3.542 2.493 6.357
H -4.623 1.105 8.107
H -3.892 -1.292 8.432
H 0.776 -1.498 3.981
H -0.773 0.905 3.147
H 1.950 1.065 4.643
H 2.482 3.372 5.381
H 2.307 5.835 5.006
H 0.874 6.719 3.167
H -0.420 5.137 1.728
H -0.243 2.675 2.088
C -1.803 1.778 -4.251
C -2.237 2.621 -3.067
C -1.238 3.777 -2.932
C -3.625 3.201 -3.397
C -2.344 1.882 -1.699
C -2.677 2.734 -0.643
C -2.853 2.242 0.637
C -2.822 0.868 0.860
C -2.669 -0.054 -0.174
C -3.204 -1.510 0.119
C -2.259 -2.670 -0.158
C -4.488 -1.735 -0.685
C -3.576 -1.683 1.604
C -2.203 0.498 -1.433
N -1.344 -0.271 -2.280
C 0.033 -0.049 -2.382
C 0.697 1.083 -1.961
C 2.079 1.399 -2.261
C 2.644 1.166 -3.540
C 4.020 1.241 -3.722
C 4.842 1.687 -2.677
C 4.265 2.115 -1.476
C 2.893 1.984 -1.259
N 0.584 -1.261 -2.747
C 1.965 -1.645 -2.669
C 2.667 -1.721 -1.425
C 2.107 -1.738 0.057
C 3.161 -1.164 1.026
C 1.846 -3.205 0.440
C 0.850 -0.937 0.313
C 4.030 -2.023 -1.477
C 4.660 -2.427 -2.639
C 3.910 -2.550 -3.787
C 2.606 -2.047 -3.866
C 2.096 -2.032 -5.342
C 3.194 -1.392 -6.215
C 0.820 -1.289 -5.682
C 1.905 -3.491 -5.776
C -0.453 -2.105 -3.138
C -1.621 -1.483 -2.888
H -2.503 0.964 -4.460
H -1.757 2.434 -5.131
H -0.796 1.386 -4.094
H -1.577 4.539 -2.224
H -0.276 3.390 -2.584
H -1.088 4.264 -3.905
H -3.972 3.903 -2.629
H -3.604 3.732 -4.360
H -4.363 2.389 -3.467
H -2.815 3.802 -0.828
H -3.054 2.923 1.461
H -3.007 0.535 1.880
H -1.307 -2.555 0.367
H -2.740 -3.591 0.203
H -2.073 -2.827 -1.219
H -5.283 -1.068 -0.334
H -4.336 -1.543 -1.753
H -4.830 -2.772 -0.554
H -4.365 -0.993 1.922
H -3.958 -2.700 1.775
H -2.697 -1.564 2.250
H 0.142 1.694 -1.250
H 1.968 0.979 -4.382
H 4.465 0.979 -4.681
H 5.923 1.738 -2.826
H 4.891 2.558 -0.702
H 2.425 2.317 -0.329
H 3.538 -0.203 0.653
H 2.726 -0.990 2.021
H 3.999 -1.854 1.179
H 1.103 -3.662 -0.228
H 2.769 -3.793 0.356
H 1.486 -3.291 1.478
H 0.018 -1.239 -0.321
H 0.528 -1.069 1.356
H 1.036 0.132 0.171
H 4.631 -2.038 -0.572
H 5.723 -2.671 -2.638
H 4.362 -3.022 -4.662
H 4.139 -1.942 -6.197
H 2.869 -1.345 -7.263
H 3.401 -0.376 -5.862
H -0.078 -1.793 -5.324
H 0.845 -0.243 -5.367
H 0.739 -1.283 -6.775
H 1.189 -3.993 -5.111
H 1.510 -3.529 -6.801
H 2.842 -4.058 -5.744
H -0.256 -3.079 -3.565
H -2.635 -1.816 -3.053